Entry 1:
The following is a quantum chemistry calculation of C4H11BiCl2O4Tl as an isolated structure, from the OMol25 dataset.

Summary:
Energy in Eh: -1766.9621
Energy above the lowest of the compared OMol25 structures with the same formula, charge and spin in kcal/mol: 75.62
LUMO energy (alpha / beta) in eV: 2.6 / 2.6
HOMO energy (alpha / beta) in eV: -1.1 / -1.1
Orbital gap (alpha / beta) in eV: 3.7 / 3.7

The geometry in ORCA input format:
```
! RIJCOSX wB97M-V def2-TZVPD def2/J DEFGRID3
* xyz -1 1
Bi 0.34746 0.09327 -2.05498
Cl 1.15338 -1.81334 -0.49878
C 2.28541 1.14945 -2.23355
C -0.78380 -1.24681 -3.37911
H 2.10649 1.46212 -3.27660
H 2.20048 1.92818 -1.46300
H 2.98245 0.31709 -2.06976
H -0.60912 -0.63688 -4.28118
H -1.78998 -1.20644 -2.94097
H -0.19887 -2.16912 -3.27097
Tl -0.32587 -0.10131 1.05269
C -1.87487 -1.15210 1.97074
C -1.03735 1.13899 -0.68508
H -2.77050 -0.66586 1.56022
H -1.75452 -2.21135 1.71747
H -1.65826 -0.89295 3.01784
H -2.06248 0.90235 -1.02886
H -0.54276 2.10542 -0.48186
O 0.92484 -0.86654 3.74069
Cl 0.85412 0.57966 3.73523
O -0.44992 1.01708 4.16071
O 1.94113 1.20224 4.42572
O 1.06257 1.06684 2.28337
*
```

***

Entry 2:
The following is a quantum chemistry calculation of a 2-piece molecular cluster, C3H4INOS overall, from the OMol25 dataset.

Summary:
Energy in Eh: -942.4923
Energy above the lowest of the compared OMol25 structures with the same formula, charge and spin in kcal/mol: 57.90
LUMO energy in eV: 0.3
HOMO energy in eV: -7.7
Orbital gap in eV: 7.9

The geometry in ORCA input format:
```
! RIJCOSX wB97M-V def2-TZVPD def2/J DEFGRID3
* xyz 0 1
C -0.51251 -2.25975 0.45891
C -0.60566 1.76553 -1.45738
C 0.29855 0.91685 0.95099
N 0.68339 -2.11955 0.71006
O -1.65280 -2.20719 0.41197
S -1.01531 1.28646 0.02863
I 2.25708 0.89577 0.20707
H 0.31283 1.81758 -1.90891
H -1.46050 1.82390 -2.11771
H 0.19620 0.85606 2.07153
H 1.49871 -2.77566 0.64486
*
```

***

Entry 3:
The following is a quantum chemistry calculation of C14H16NO11P2PdS as an isolated structure, from the OMol25 dataset.

Summary:
Energy in Eh: -2634.5378
Energy above the lowest of the compared OMol25 structures with the same formula, charge and spin in kcal/mol: 5.24
LUMO energy in eV: 2.5
HOMO energy in eV: -6.4
Orbital gap in eV: 8.9

The geometry in ORCA input format:
```
! RIJCOSX wB97M-V def2-TZVPD def2/J DEFGRID3
* xyz -1 1
Pd -0.24063 -0.45627 0.54378
O -3.08275 1.91332 2.65741
P -1.90880 0.82825 2.82163
O -2.09405 0.09142 4.09297
O -1.89922 0.06873 1.50509
O -0.57731 1.73080 2.87173
P 0.70720 1.84461 1.85274
O 0.99489 3.42341 1.91083
O 1.84771 1.08439 2.41481
O 0.19711 1.54766 0.44117
H -3.51244 2.02339 3.51112
H 1.82735 3.54891 2.37782
O -0.13517 -2.28244 1.63766
S 0.36671 -1.82504 3.00904
C 2.15428 -2.11588 3.00624
C 2.56180 -3.45730 2.49118
C 2.98434 -4.45233 3.36960
C 3.34048 -5.70738 2.89716
C 3.27592 -5.97774 1.53729
C 2.86911 -4.98546 0.65561
C 2.51626 -3.72850 1.12457
C -0.23456 -3.15643 4.06179
C 0.24922 -2.99267 5.47540
C 0.95804 -4.01666 6.09674
C 1.41706 -3.86695 7.39788
C 1.17653 -2.68484 8.08357
C 0.46849 -1.66182 7.46700
C -0.00128 -1.80898 6.16949
H 2.47064 -1.94258 4.03798
H 2.51453 -1.27583 2.40635
H 3.04573 -4.23387 4.42893
H 3.67377 -6.47037 3.59017
H 3.55372 -6.95580 1.16448
H 2.82948 -5.18475 -0.40772
H 2.20869 -2.94899 0.43936
H 0.06958 -4.10660 3.62039
H -1.31599 -3.04702 3.97800
H 1.14296 -4.93893 5.55884
H 1.96268 -4.67251 7.87361
H 1.53833 -2.56186 9.09686
H 0.27830 -0.73788 7.99833
H -0.55552 -1.01096 5.68237
O 0.19855 -0.94794 -2.15660
N 1.29977 -1.13970 -1.66032
O 2.30411 -1.42721 -2.27951
O 1.43439 -0.96794 -0.36892
*
```

***

Entry 4:
The following is a quantum chemistry calculation of a 2-piece molecular cluster, C6H8N2O4 overall, from the OMol25 dataset.

Summary:
Energy in Eh: -643.8233
Energy above the lowest of the compared OMol25 structures with the same formula, charge and spin in kcal/mol: 94.51
LUMO energy in eV: 0.5
HOMO energy in eV: -9.8
Structure (SMILES): NC(=O)C(=O)O.C#CC(=O)NC
Orbital gap in eV: 10.4

The geometry in ORCA input format:
```
! RIJCOSX wB97M-V def2-TZVPD def2/J DEFGRID3
* xyz 0 1
N -2.24681 0.79729 1.39380
C -2.49044 0.09375 0.26173
O -3.53298 0.10627 -0.35924
C -1.31202 -0.77214 -0.21675
O -1.35348 -1.45915 -1.20261
O -0.24044 -0.67201 0.58920
H -2.97899 1.37980 1.76272
H -1.36356 0.74716 1.86561
H 0.39833 -1.30658 0.25699
C 3.03189 -1.91170 0.80627
C 2.43081 -1.01174 0.30505
C 1.67900 0.09210 -0.33120
O 0.79719 -0.10081 -1.12618
N 2.10899 1.31977 0.06956
C 1.50816 2.54096 -0.42973
H 3.56963 -2.73722 1.24795
H 2.87880 1.37748 0.70931
H 1.07605 3.12173 0.39463
H 2.22155 3.16271 -0.93247
H 0.71610 2.25370 -1.12980
*
```

***

Entry 5:
The following is a quantum chemistry calculation of C35H52AsCeOP3Se as an isolated structure, from the OMol25 dataset.

Summary:
Energy in Eh: -7575.5511
Energy above the lowest of the compared OMol25 structures with the same formula, charge and spin in kcal/mol: 18.75
LUMO energy (alpha / beta) in eV: -9.0 / -9.0
HOMO energy (alpha / beta) in eV: -16.2 / -16.2
<S²>: 0.752
Orbital gap (alpha / beta) in eV: 7.2 / 7.1

The geometry in ORCA input format:
```
! RIJCOSX wB97M-V def2-TZVPD def2/J DEFGRID3
* xyz 3 2
Ce -0.63646 0.14196 -0.35228
P -3.32722 -0.19894 -0.64077
P 0.11895 -2.84376 -0.56867
P -0.15674 3.00113 -0.74197
H 4.49418 -0.91052 -1.54938
C 4.28566 0.06691 -1.07992
C 4.00309 0.18660 0.23102
H 3.92924 -0.65364 0.90855
C -3.87404 -0.18072 -2.36791
C -3.91320 -1.70053 0.17828
C -3.98997 1.26942 0.21573
C 1.84338 -3.49714 -0.62474
C -0.63881 -3.97805 0.66633
C -0.51534 -3.50633 -2.17254
C 1.54312 3.70292 -0.74670
C -0.98426 4.11487 0.45145
C -0.74414 3.65904 -2.35738
H 4.36943 0.91370 -1.75999
H 3.82397 1.16276 0.73808
H -4.96363 -0.31579 -2.42176
H -3.36971 -0.97921 -2.93186
H -3.58348 0.76400 -2.85275
H -4.97431 -1.84521 -0.02310
H -3.74208 -1.64388 1.26277
H -3.34052 -2.56808 -0.18165
H -5.06390 1.34589 0.03567
H -3.48630 2.18310 -0.13971
H -3.79637 1.20188 1.29998
H 1.94352 -4.29041 -1.38120
H 2.13670 -3.90832 0.34964
H 2.52620 -2.67079 -0.87719
H -0.83941 -4.97564 0.24475
H -1.58254 -3.54305 1.02398
H 0.04241 -4.08071 1.52405
H -0.19648 -4.55031 -2.30706
H -0.12685 -2.88462 -2.99514
H -1.61193 -3.45583 -2.19327
H 1.58948 4.57637 -1.41399
H 2.25068 2.93567 -1.09067
H 1.82311 4.01031 0.26914
H -0.93380 5.15642 0.10572
H -0.50072 4.03228 1.43390
H -2.03562 3.81942 0.56632
H -0.36727 4.68268 -2.48798
H -1.84096 3.65921 -2.38641
H -0.37628 3.00756 -3.16626
C 1.29136 0.14034 -4.67457
C 2.65750 -0.11714 -4.63447
C 3.44976 -0.10420 -5.82005
C 2.85966 0.13787 -7.05775
C 1.46327 0.37276 -7.12147
C 0.69847 0.35681 -5.94923
Se 0.10775 0.26952 -2.96142
H 0.91938 -0.29664 -1.57854
H 3.16135 -0.31764 -3.70082
H 4.52945 -0.27771 -5.74374
H 3.46233 0.15291 -7.97053
H 0.98602 0.57310 -8.09677
H -0.37249 0.54488 -6.05658
O 0.39696 0.09496 1.54568
As 0.15379 0.07779 3.28498
C -1.62300 -0.59792 3.58670
C -1.84740 -1.97130 3.44931
C -3.12909 -2.47881 3.68617
C -4.16866 -1.61675 4.07612
C -3.91597 -0.25059 4.25683
C -2.63857 0.25722 4.03678
C 1.41865 -1.17403 4.08923
C 2.12385 -2.07795 3.29314
C 2.99830 -2.97690 3.90977
C 3.13582 -2.98276 5.30893
C 2.39113 -2.09970 6.10049
C 1.52693 -1.19035 5.48779
C 0.51104 1.85671 3.90972
C 1.66321 2.11608 4.66704
C 1.81664 3.36563 5.28158
C 0.82415 4.33908 5.13536
C -0.31647 4.08354 4.35526
C -0.46374 2.84457 3.72625
H -1.03649 -2.63375 3.19478
H -3.30913 -3.55737 3.56142
H -5.17637 -2.02321 4.23063
H -4.72285 0.41199 4.57080
H -2.42725 1.29593 4.24891
H 2.00475 -2.08087 2.20955
H 3.57299 -3.67385 3.29778
H 3.82439 -3.69417 5.78462
H 2.48382 -2.11509 7.18448
H 0.94594 -0.49783 6.10083
H 2.42900 1.34466 4.79411
H 2.71729 3.57441 5.86188
H 0.94744 5.32050 5.60467
H -1.08503 4.84626 4.22571
H -1.34877 2.64668 3.11045
*
```

***

Entry 6:
The following is a quantum chemistry calculation of the molecule C5H9NO3, from the OMol25 dataset.

Summary:
Energy in Eh: -476.3316
Energy above the lowest of the compared OMol25 structures with the same formula, charge and spin in kcal/mol: 70.66
LUMO energy in eV: 0.5
HOMO energy in eV: -8.2
Structure (SMILES): C/C(=C\O)[C@H](N)C(=O)O
Orbital gap in eV: 8.7

The geometry in ORCA input format:
```
! RIJCOSX wB97M-V def2-TZVPD def2/J DEFGRID3
* xyz 0 1
C 1.35846 0.42777 -1.32742
C 0.48231 -0.40073 -0.43907
C -0.71350 -0.93337 -0.85289
O -1.19353 -0.87836 -2.13228
C 0.57439 -0.12563 1.02380
N 0.44829 -1.19590 1.96152
C -0.86626 0.64943 0.85298
O -1.81307 0.30272 1.53799
O -0.73227 1.92325 0.37483
H 1.43806 1.44648 -0.95043
H 2.35656 -0.01726 -1.33613
H 0.98995 0.48793 -2.34996
H -1.21398 -1.70016 -0.27634
H -0.93864 -0.03744 -2.53728
H 1.40615 0.54472 1.24661
H -0.10564 -1.97955 1.62148
H -0.03428 -0.97385 2.82417
H -1.44300 2.45996 0.75842
*
```

***

> Among the records above, which one has the highest energy?

C5H9NO3

***

> Among the records above, which one has the highest energy above the lowest of the compared OMol25 structures with the same formula, charge and spin?

C6H8N2O4

***

> Among the records above, which one has the lowest energy above the lowest of the compared OMol25 structures with the same formula, charge and spin?

C14H16NO11P2PdS

***

> What is the formula in the first record?

C4H11BiCl2O4Tl